{"formula": "C3H8N2O2", "method": "ωB97M-V with the def2-TZVPD basis set", "elements": ["C", "C", "C", "N", "O", "N", "O", "H", "H", "H", "H", "H", "H", "H", "H"], "xyz": [[-0.12054, 0.88985, -0.48045], [-0.46055, -0.57625, 0.86742], [0.74168, -1.20615, 1.51164], [0.05769, -0.42429, -1.00432], [-1.37768, 1.42839, -0.49027], [0.49317, 1.16402, -2.27055], [-0.35872, 1.48704, -3.02801], [-1.64067, 1.59606, -1.41643], [1.04595, -0.65626, -0.91433], [0.63889, 1.43631, 0.06699], [-0.89428, 0.21709, 1.47587], [-1.25533, -1.25465, 0.58529], [0.47058, -1.53052, 2.52242], [1.56377, -0.49372, 1.61471], [1.09602, -2.07692, 0.96003]], "de_lowest_kcal_mol": 178.0, "lumo_energy_ev": [0.1, 0.1], "e_homo_ha": [-0.2602, -0.2603], "total_charge": 0, "e_tot_ev": -10309.2340}